# C20H12N2OS

The molecule C20H12N2OS (ωB97M-V/def2-TZVPD, the Open Molecules 2025 dataset).

XYZ file:
```
36
Properties=species:S:1:pos:R:3:mulliken_charge:R:1
H -4.35605 0.16226 0.57227 0.295
C 0.01860 -1.92481 -2.06812 0.532
H -2.02356 -2.62991 -2.37205 0.244
C 1.85328 3.54771 3.77890 -0.476
C 0.50456 2.06086 1.92367 0.611
O -2.97086 1.50269 2.00310 -0.692
H -3.16165 -0.42062 -1.52221 0.235
C -0.24018 2.88389 2.75684 -0.498
C 1.75593 -2.99867 -3.37672 -0.599
C 0.03773 1.08864 0.94929 0.661
C -0.60316 -3.68141 -3.64761 -0.879
C -2.52160 0.71507 1.17053 0.223
H -0.07664 4.24709 4.41167 0.437
H 3.66892 2.73191 2.92315 0.360
C -1.30745 -0.45584 -0.37427 0.138
C 2.57674 2.79556 2.83877 -0.819
C 0.76638 -3.80444 -3.98037 -0.409
C 0.45236 3.63704 3.71158 -0.685
C -0.97623 -2.75720 -2.64098 -0.349
C -0.14106 -0.92385 -1.00565 0.388
C -2.75740 -0.83146 -0.58008 -0.369
H 1.05136 -4.55926 -4.70935 0.362
C 1.35145 -2.05640 -2.44448 0.259
H 3.25489 1.01765 0.64267 0.238
N 2.28510 1.20083 0.90684 -0.007
C -1.21975 0.51217 0.63431 -0.549
N -3.39068 -0.15684 0.58877 -0.264
H 2.79007 -3.06946 -3.70307 0.388
H -1.30912 3.00329 2.69429 0.470
H -2.95928 -1.94724 -0.59737 0.321
H 2.39580 4.05028 4.59770 0.343
C 1.87341 2.05387 1.92081 -0.312
H -1.29503 -4.35569 -4.09354 0.429
S 2.40628 -0.90874 -1.58320 -0.434
C 1.18059 0.60778 0.34205 0.117
C 1.08625 -0.33675 -0.66813 0.290
```

* charge: 0
* HOMO: -7.9 eV
* spin multiplicity: 1
* SMILES: O=C1NCc2c1c1c3ccccc3[nH]c1c1sc3ccccc3c21
* frontier orbital gap: 8.01 eV
* LUMO energy: 0.10 eV
* DFT total energy: -36799.547 eV

# C20H22N6O

The molecule C20H22N6O (ωB97M-V/def2-TZVPD, the Open Molecules 2025 dataset).

XYZ file:
```
49
Properties=species:S:1:pos:R:3:mulliken_charge:R:1
H -2.37716 -1.48748 -1.75089 0.415
N -4.37082 -1.61278 0.33857 -0.619
C -5.77715 -0.07119 -1.01652 -1.241
H 2.99019 2.64640 -0.31977 0.295
H 2.30383 0.55611 1.12016 -0.105
C 1.32861 -0.41164 -1.14334 1.459
C -0.36103 -1.64596 -2.32178 -1.392
H 4.60060 2.57692 0.58709 0.423
H 4.03423 0.44008 1.70106 0.301
C 0.98261 -1.36510 -2.14434 -0.688
N -0.46614 -1.80815 2.85087 -0.580
O 3.06291 2.96036 1.80417 -0.315
H 5.80651 0.49550 -0.04001 0.365
C -1.32558 -1.19306 2.29661 -0.231
N -3.50477 2.84106 -1.42191 -0.596
H -6.62121 -0.35643 -0.40468 0.363
N 3.25391 -1.46767 -2.00511 -0.769
C 3.29047 4.37370 1.86999 -0.757
H -0.54873 -2.36700 -3.09959 0.332
H 4.29664 4.62026 1.49901 0.310
C -1.35648 -1.14067 -1.54883 -0.246
C 3.40327 0.79840 0.80176 -0.814
H 2.10917 -2.85403 -3.22481 0.221
C 0.31277 0.13373 -0.38175 -0.235
C -2.13315 0.25081 0.45861 0.658
H -4.15914 -3.81885 1.54832 0.395
C -2.48690 -0.69085 1.61946 0.703
C -3.37527 0.53296 -0.25550 -0.572
H -3.09445 -0.18706 2.39289 0.530
H -2.67121 -3.40846 2.46373 0.432
H 5.41490 0.04527 -1.78082 0.295
C 3.51378 2.34495 0.60875 -0.220
H 0.39860 0.74411 0.55340 0.255
C -3.15087 -3.35937 1.51611 -1.341
C 2.84333 -0.51138 -1.22120 0.383
H 2.59264 5.04566 1.33390 0.278
N 3.73392 0.09622 -0.43382 0.339
C -4.43097 -0.36107 -0.20929 1.107
C -3.35445 -1.90660 1.14822 0.400
H -1.87377 1.15936 1.01647 0.781
H -5.80840 -0.65051 -1.93617 0.311
H 5.30846 -1.14505 -0.48425 0.358
H -5.73092 0.97777 -1.32616 0.396
H 3.29661 4.68650 2.88554 0.284
C 5.12901 -0.06478 -0.69107 -1.069
N 2.11014 -2.01109 -2.57264 0.052
C -3.43021 1.78396 -0.94714 -0.762
C -1.07877 -0.25748 -0.51056 -0.155
H -2.62959 -3.95641 0.77726 0.266
```

* charge: 0
* HOMO: -7.5 eV
* spin multiplicity: 1
* SMILES: COCCN(C)c1n[nH]c2ccc([C@H]3C(C#N)=C(C)N=C(C)[C@H]3C#N)cc12
* frontier orbital gap: 6.84 eV
* LUMO energy: -0.63 eV
* DFT total energy: -32081.248 eV

# C4H10BCsO4P

C4H10BCsO4P as an isolated structure (ωB97M-V/def2-TZVPD, the Open Molecules 2025 dataset).

XYZ file:
```
21
Properties=species:S:1:pos:R:3:mulliken_charge:R:1
H 1.31128 -1.30576 2.15383 0.418
O -0.76592 -1.59428 -1.40300 -0.467
C 0.70355 0.69849 -0.87815 -1.342
H -0.11494 1.37715 -0.66109 0.575
H 1.44916 1.29922 -1.36898 0.660
H -1.32497 0.81865 -2.80324 0.346
H -1.26490 -1.52650 2.21327 0.403
C -0.88047 0.59175 2.52456 -0.497
H -0.11576 1.35901 2.48198 0.189
C -0.69290 -0.68070 1.83532 0.196
H 0.51927 -1.92478 0.67908 0.369
H -1.48016 -1.25925 -0.84132 0.378
P 0.17884 -0.54344 -2.09872 1.034
O -0.70299 0.21712 -3.22859 -0.593
O 1.35648 -1.10372 -2.75167 -0.592
Cs 0.72553 2.69653 -2.63804 1.110
H -1.78446 0.85411 3.05690 0.308
C 0.67508 -1.04269 1.30869 -0.791
H 2.29379 0.65461 0.83648 -0.089
B 1.30519 0.10498 0.45906 -0.162
O -1.39072 0.30949 1.12365 -0.453
```

* charge: +1
* HOMO: -13.9 eV
* spin multiplicity: 1
* frontier orbital gap: 10.08 eV
* LUMO energy: -3.81 eV
* DFT total energy: -23007.011 eV